# 1
# CH3NOS2

CH3NOS2 in the gas phase at a distorted geometry (wB97M-V/def2-TZVPD, the OMol25 dataset).

Atoms and positions in Å:
C: -0.2505 -0.2225 -0.9421
N: 0.7142 -0.5730 -0.0299
O: 0.4693 0.8932 2.3143
S: -1.5411 0.7145 0.1282
S: -0.2466 -0.1443 1.6224
H: -0.0747 0.4873 -1.8005
H: -0.6578 -1.1131 -1.3483
H: 1.5872 -0.0422 0.0558

Output
HOMO energy (spin up / spin down) = -6.06 / -9.44 eV
Molecular weight = 109.18 g mol⁻¹
Total charge = 0
Spin multiplicity = 3
Energy relative to the best compared isomer or geometry (same formula, charge and spin) = 59.7 kcal per mole
Lowest unoccupied orbital energy (spin up / spin down) = 0.0 / -3.3 eV
Maximum force = 2.25 eV Å⁻¹

---

# 2
# CH3NOS2

CH3NOS2 in the gas phase at a distorted geometry (wB97M-V/def2-TZVPD, the OMol25 dataset).

Atoms and positions in Å:
C: -0.8415 0.5541 0.1342
N: -0.3406 -0.7399 0.4451
O: 2.1778 -0.9820 -0.8436
S: 0.6999 1.5105 -0.1716
S: 1.4983 -0.4315 0.3588
H: -1.3553 0.5467 -0.8443
H: -1.2600 1.1013 1.0547
H: -0.5786 -1.5592 -0.1334

Output
HOMO energy (spin up / spin down) = -6.23 / -9.31 eV
Molecular weight = 109.18 g mol⁻¹
Total charge = 0
Spin multiplicity = 3
Energy relative to the best compared isomer or geometry (same formula, charge and spin) = 53.1 kcal per mole
Lowest unoccupied orbital energy (spin up / spin down) = 0.2 / -3.3 eV
Maximum force = 5.04 eV Å⁻¹

---

# 3
# CH3NOS4

A 2-piece molecular cluster, CH3NOS4 overall at a distorted geometry (wB97M-V/def2-TZVPD, the OMol25 dataset).

Atoms and positions in Å:
C: -0.7372 0.6713 -3.0585
N: 0.6963 -0.8765 0.1282
O: -1.8622 0.4754 -3.2287
S: -0.5370 -0.7250 1.0618
S: 2.3048 -0.7705 0.5046
S: -0.9848 1.1744 2.1471
S: 0.7547 0.9483 -2.8182
H: -0.0808 -1.1877 2.2890
H: 2.2933 -1.3026 1.7557
H: -1.8470 1.5930 1.2190

Output
HOMO energy (spin up / spin down) = -8.38 / -8.38 eV
Molecular weight = 173.31 g mol⁻¹
Total charge = 0
Energy relative to the best compared isomer or geometry (same formula, charge and spin) = 25.2 kcal per mole
Lowest unoccupied orbital energy (spin up / spin down) = -0.2 / -0.2 eV
Maximum force = 1.12 eV Å⁻¹

---

# 4
# CH3NS2

A 2-piece molecular cluster, CH3NS2 overall at a distorted geometry (wB97M-V/def2-TZVPD, the OMol25 dataset).

Atoms and positions in Å:
C: -0.7746 0.7172 -0.5056
N: -1.0323 1.7917 0.5296
S: 0.3497 2.0478 -0.1218
S: 3.3616 -0.0957 0.1098
H: -0.3915 -0.3475 -0.1747
H: -1.2180 0.7470 -1.4870
H: 2.3572 -0.0576 -0.8350

Output
HOMO energy (spin up / spin down) = -10.16 / -8.50 eV
Molecular weight = 93.18 g mol⁻¹
Total charge = 0
Energy relative to the best compared isomer or geometry (same formula, charge and spin) = 100.3 kcal per mole
Lowest unoccupied orbital energy (spin up / spin down) = -0.5 / -2.5 eV
Maximum force = 3.80 eV Å⁻¹

---

# 5
# CH3NS2

CH3NS2 in the gas phase at a distorted geometry (wB97M-V/def2-TZVPD, the OMol25 dataset).

Atoms and positions in Å:
C: 0.2409 0.0410 -0.1241
N: 1.5918 0.0297 -0.6964
S: 2.8178 -1.0212 0.1333
S: 2.7649 1.0079 0.1053
H: -0.4351 0.5905 -0.8004
H: 0.1095 -0.9504 -0.1668
H: 0.2009 0.4242 0.9284

Output
HOMO energy = -8.53 eV
Molecular weight = 93.18 g mol⁻¹
Total charge = 0
Energy relative to the best compared isomer or geometry (same formula, charge and spin) = 51.5 kcal per mole
Lowest unoccupied orbital energy = -0.1 eV
Maximum force = 4.13 eV Å⁻¹

---

# 6
# CH3O2

A 2-piece molecular cluster, CH3O2 overall (wB97M-V/def2-TZVPD, the OMol25 dataset).

Atoms and positions in Å:
O: 1.0366 1.8933 0.3459
H: 1.2692 1.3688 1.1114
O: -0.6143 -1.4007 -0.7986
C: -0.5829 -0.7782 0.2403
H: -1.4009 -0.9426 0.9786
H: 0.2586 -0.1189 0.4690

Output
HOMO energy = -2.43 eV
Molecular weight = 47.03 g mol⁻¹
Total charge = -1
Energy relative to the best compared isomer or geometry (same formula, charge and spin) = 25.7 kcal per mole
Lowest unoccupied orbital energy = 4.3 eV
Maximum force = 0.94 eV Å⁻¹

---

# 7
# CH3O2

An isolated ion of composition CH3O2 and charge +1 at a distorted geometry (wB97M-V/def2-TZVPD, the OMol25 dataset).

Atoms and positions in Å:
C: -0.4359 -0.1081 -0.0169
O: 1.8582 0.3967 0.3886
O: 0.5727 0.7550 0.0054
H: -1.3516 0.5331 0.0367
H: -0.5384 -0.6995 -1.0094
H: -0.1051 -0.8772 0.5956

Output
HOMO energy (spin up / spin down) = -20.01 / -19.55 eV
Molecular weight = 47.03 g mol⁻¹
Total charge = +1
Energy relative to the best compared isomer or geometry (same formula, charge and spin) = 163.7 kcal per mole
Lowest unoccupied orbital energy (spin up / spin down) = -11.1 / -10.1 eV
Maximum force = 6.38 eV Å⁻¹

---

# 8
# CH3O2S

CH3O2S as an isolated structure at a distorted geometry (wB97M-V/def2-TZVPD, the OMol25 dataset).

Atoms and positions in Å:
S: 1.3827 1.7239 0.3267
H: 0.5616 2.5482 -0.3008
O: -0.8635 -2.3149 -0.2894
C: -0.5930 -1.1398 -0.2718
O: -0.0457 -0.6930 0.7532
H: -0.9358 -0.4085 -0.9863
H: 0.4937 0.2841 0.7684

Output
HOMO energy = -3.85 eV
Molecular weight = 79.10 g mol⁻¹
Total charge = -1
Energy relative to the best compared isomer or geometry (same formula, charge and spin) = 11.9 kcal per mole
Lowest unoccupied orbital energy = 4.2 eV
Maximum force = 4.65 eV Å⁻¹

---

# 9
# CH3O2S2

A 2-piece molecular cluster, CH3O2S2 overall at a distorted geometry (wB97M-V/def2-TZVPD, the OMol25 dataset).

Atoms and positions in Å:
C: 0.2808 0.3553 -0.1649
O: -2.5101 1.4529 2.5051
O: -1.2483 -0.6061 2.7528
S: 1.1864 1.3904 -1.2982
S: -1.1696 0.8487 2.5265
H: -0.5023 1.0560 0.2959
H: 0.9228 0.1117 0.7662
H: -0.2327 -0.2541 -0.8347

Output
HOMO energy (spin up / spin down) = -2.59 / -2.59 eV
Molecular weight = 111.17 g mol⁻¹
Total charge = -1
Energy relative to the best compared isomer or geometry (same formula, charge and spin) = 48.9 kcal per mole
Lowest unoccupied orbital energy (spin up / spin down) = 2.2 / 2.2 eV
Maximum force = 4.00 eV Å⁻¹

---

# 10
# CH3O3

A 2-piece molecular cluster, CH3O3 overall at a distorted geometry (wB97M-V/def2-TZVPD, the OMol25 dataset).

Atoms and positions in Å:
O: -1.0385 0.8934 2.6862
H: -0.3858 1.4819 3.1288
H: -0.5815 0.5847 1.8712
O: -0.3410 -1.3052 -2.5341
O: 1.1317 -1.2023 -0.9496
C: 0.4722 -0.7279 -1.8963
H: 0.7429 0.2753 -2.3062

Output
HOMO energy = -3.77 eV
Molecular weight = 63.03 g mol⁻¹
Total charge = -1
Energy relative to the best compared isomer or geometry (same formula, charge and spin) = 20.2 kcal per mole
Lowest unoccupied orbital energy = 3.7 eV
Maximum force = 5.51 eV Å⁻¹

---

Repeat the tenth record exactly.
# CH3O3

A 2-piece molecular cluster, CH3O3 overall at a distorted geometry (wB97M-V/def2-TZVPD, the OMol25 dataset).

Atoms and positions in Å:
O: -1.0385 0.8934 2.6862
H: -0.3858 1.4819 3.1288
H: -0.5815 0.5847 1.8712
O: -0.3410 -1.3052 -2.5341
O: 1.1317 -1.2023 -0.9496
C: 0.4722 -0.7279 -1.8963
H: 0.7429 0.2753 -2.3062

Output
HOMO energy = -3.77 eV
Molecular weight = 63.03 g mol⁻¹
Total charge = -1
Energy relative to the best compared isomer or geometry (same formula, charge and spin) = 20.2 kcal per mole
Lowest unoccupied orbital energy = 3.7 eV
Maximum force = 5.51 eV Å⁻¹

---

Q: molecular weight of number 1 (CH3NOS2)?
A: 109.18 g mol⁻¹

---

Q: Which value of energy relative to the best compared isomer or geometry (same formula, charge and spin) does entry 9 give?
A: 48.9 kcal per mole

---

Repeat the seventh record exactly.
# CH3O2

An isolated ion of composition CH3O2 and charge +1 at a distorted geometry (wB97M-V/def2-TZVPD, the OMol25 dataset).

Atoms and positions in Å:
C: -0.4359 -0.1081 -0.0169
O: 1.8582 0.3967 0.3886
O: 0.5727 0.7550 0.0054
H: -1.3516 0.5331 0.0367
H: -0.5384 -0.6995 -1.0094
H: -0.1051 -0.8772 0.5956

Output
HOMO energy (spin up / spin down) = -20.01 / -19.55 eV
Molecular weight = 47.03 g mol⁻¹
Total charge = +1
Energy relative to the best compared isomer or geometry (same formula, charge and spin) = 163.7 kcal per mole
Lowest unoccupied orbital energy (spin up / spin down) = -11.1 / -10.1 eV
Maximum force = 6.38 eV Å⁻¹